A) DFT (the ωB97M-V functional and the def2-TZVPD basis) results for the molecule C18H18ClN5O2.

## Properties
E_LUMO = 0.6 eV
SMILES = COc1cccc(Cn2nnc(C(=O)NCc3ccccc3Cl)c2N)c1
Frontier orbital gap = 9.12 eV

```
! RIJCOSX wB97M-V def2-TZVPD def2/J DEFGRID3
* xyz 0 1
C 1.67746 1.32291 -6.64458
O 2.40593 1.13640 -5.45441
C 1.92502 1.67753 -4.30403
C 0.74347 2.40114 -4.18998
C 0.35845 2.89596 -2.95386
C 1.13128 2.68182 -1.83023
C 2.31617 1.95951 -1.93608
C 3.13362 1.68590 -0.69850
N 2.35391 0.94750 0.25951
N 2.07120 1.43247 1.48652
N 1.34987 0.59148 2.10901
C 1.11727 -0.48340 1.31807
C 0.28571 -1.63623 1.64064
O 0.04514 -2.50983 0.81527
N -0.18247 -1.63966 2.90680
C -1.08512 -2.64023 3.40404
C -2.46583 -2.11350 3.70375
C -2.88239 -0.86194 3.26967
C -4.15356 -0.39356 3.55173
C -5.03610 -1.17467 4.27665
C -4.64645 -2.42838 4.71415
C -3.37255 -2.88593 4.42465
Cl -2.91103 -4.46334 4.97338
C 1.76364 -0.25870 0.09837
N 1.88217 -1.08151 -0.96969
C 2.70328 1.45762 -3.16505
H 1.58565 2.38395 -6.89672
H 0.68061 0.87537 -6.57976
H 2.24890 0.81672 -7.42070
H 0.11896 2.58550 -5.04921
H -0.56052 3.45685 -2.87466
H 0.82454 3.06765 -0.86996
H 3.41976 2.61776 -0.20388
H 4.03629 1.11909 -0.94934
H 0.06444 -0.85753 3.49436
H -1.15049 -3.41003 2.62539
H -0.66961 -3.10282 4.30719
H -2.19976 -0.25131 2.69796
H -4.45373 0.58314 3.20375
H -6.02829 -0.81429 4.50099
H -5.32369 -3.05228 5.27614
H 2.01216 -0.66393 -1.87823
H 1.24743 -1.86978 -0.91302
H 3.61928 0.89658 -3.27610
*
```

=====

B) DFT (the ωB97M-V functional and the def2-TZVPD basis) results for the molecule C18H18ClN5O2.

## Properties
E_LUMO = 0.6 eV
SMILES = COc1ccc(CCn2nnc(-c3ccc(NC(C)=O)c(Cl)c3)n2)cc1
Frontier orbital gap = 8.81 eV

```
! RIJCOSX wB97M-V def2-TZVPD def2/J DEFGRID3
* xyz 0 1
C 2.23218 2.41442 -1.15618
O 0.86328 2.22344 -1.42666
C 0.49824 1.20235 -2.24686
C 1.37677 0.33852 -2.89149
C 0.88386 -0.70248 -3.65902
C -0.47926 -0.90007 -3.81560
C -1.01345 -2.14505 -4.47219
C -0.87656 -3.33294 -3.48994
N -1.18207 -2.87558 -2.16959
N -2.39176 -2.73007 -1.69318
N -2.29175 -2.08359 -0.58769
C -0.97888 -1.82178 -0.40840
C -0.42967 -1.00754 0.65031
C 0.93090 -0.71233 0.67245
C 1.44722 0.14019 1.62435
C 0.61669 0.72566 2.57912
N 1.07580 1.60833 3.54764
C 2.31153 2.17996 3.67503
C 2.38118 3.11443 4.86345
O 3.24311 1.97186 2.93325
C -0.74568 0.39943 2.55750
Cl -1.80902 1.09094 3.74838
C -1.27123 -0.45070 1.60993
N -0.26303 -2.33410 -1.40580
C -1.35150 -0.00229 -3.20723
C -0.87444 1.03325 -2.43440
H 2.68104 1.52340 -0.70937
H 2.28086 3.23254 -0.43986
H 2.78410 2.69124 -2.06056
H 2.44403 0.45147 -2.78606
H 1.57926 -1.38298 -4.12915
H -2.06709 -2.00679 -4.71783
H -0.46604 -2.38142 -5.38515
H -1.56079 -4.14106 -3.75137
H 0.15249 -3.69475 -3.46988
H 1.56959 -1.15544 -0.07531
H 2.49789 0.37744 1.64342
H 0.35707 1.89585 4.20292
H 2.15563 2.57304 5.77971
H 1.66121 3.92198 4.74818
H 3.38069 3.53348 4.93144
H -2.32419 -0.68306 1.58981
H -2.41883 -0.13445 -3.31659
H -1.54817 1.71528 -1.94073
*
```

=====

Here are the energies relative to the best structure, in eV: A) 0.000; B) 0.366.

=====

A) DFT (the ωB97M-V functional and the def2-TZVPD basis) results for the molecule C4H3NS.

## Properties
E_LUMO (spin up / spin down) = -0.6 / -0.6 eV
SMILES = N=C=C1CC1=S
Frontier orbital gap (spin up / spin down) = 7.77 / 7.77 eV

```
! RIJCOSX wB97M-V def2-TZVPD def2/J DEFGRID3
* xyz 0 1
N 0.72680 2.48454 0.14724
C 0.12886 1.44352 0.03535
C -0.59301 0.37364 0.13522
C -0.61256 -1.12569 0.22576
C -1.88902 -0.17277 0.10038
S -3.47130 0.37489 -0.03864
H 1.08984 3.06130 -0.59159
H -0.44065 -1.59086 1.18321
H -0.34348 -1.70455 -0.64268
*
```

=====

B) DFT (the ωB97M-V functional and the def2-TZVPD basis) results for a structure of composition C4H3NS.

## Properties
E_LUMO = 0.0 eV
Frontier orbital gap = 8.16 eV

```
! RIJCOSX wB97M-V def2-TZVPD def2/J DEFGRID3
* xyz 0 1
C -0.52100 1.64187 0.60209
C 0.91613 -1.46203 1.09951
C 0.42556 -0.70047 0.20946
C -0.45764 0.80850 -0.54506
N -0.53325 2.26374 1.56399
S 0.97842 -2.17183 -0.67451
H 1.23036 -1.80617 2.04905
H 0.21959 1.13358 -1.32183
H -1.40211 0.40120 -0.87591
*
```

=====

Here are the energies relative to the best structure, in eV: A) 0.000; B) 0.692.

=====

A) DFT (the ωB97M-V functional and the def2-TZVPD basis) results for a structure of composition C6H17N2.

## Properties
E_LUMO (spin up / spin down) = 0.9 / -0.3 eV
⟨S²⟩ = 0.753
Frontier orbital gap (spin up / spin down) = 9.46 / 9.07 eV

```
! RIJCOSX wB97M-V def2-TZVPD def2/J DEFGRID3
* xyz 0 2
C -2.05390 -1.69928 0.44902
C -1.92398 -0.35719 -0.24064
C -0.65108 -0.05620 -1.10221
C 0.69303 -0.71658 -1.00561
C 1.89166 0.09722 -1.38502
C 2.40135 0.97258 -0.16727
N 2.35404 0.34674 1.14752
N -2.61045 0.69830 0.96386
H -3.06848 -2.06031 0.32178
H -1.32050 -2.35648 -0.02240
H -1.87899 -1.58817 1.52148
H -2.64193 -0.18847 -1.03258
H -1.00663 -0.12348 -2.13215
H -0.43710 1.02414 -0.98465
H 0.74613 -1.74706 -1.34954
H -0.39019 1.72656 2.85171
H 1.82471 0.73691 -2.28069
H 2.74582 -0.55119 -1.62187
H 3.35912 1.46598 -0.39166
H 1.70639 1.81014 -0.21961
H 3.11611 -0.31813 1.23090
H 1.47301 -0.16359 1.08430
H -0.14702 1.03866 2.82509
H -2.58658 1.68808 0.69488
H -1.59455 0.32081 0.84534
*
```

=====

B) DFT (the ωB97M-V functional and the def2-TZVPD basis) results for a cluster of 2 separate species, C6H17N2 in total.

## Properties
E_LUMO (spin up / spin down) = 1.0 / 0.1 eV
⟨S²⟩ = 0.754
Frontier orbital gap (spin up / spin down) = 9.26 / 8.34 eV

```
! RIJCOSX wB97M-V def2-TZVPD def2/J DEFGRID3
* xyz 0 2
N 2.58515 -1.92487 1.12524
C 1.87803 -1.09225 0.09036
C 2.91695 -0.72820 -0.98165
C 1.31036 0.15932 0.74331
N -2.46382 1.04511 -0.86534
C -1.76240 0.71771 0.36206
C -2.39936 1.28040 1.60875
C -1.97078 0.49170 -2.11944
H 1.85257 -2.42321 1.63100
H -3.46787 0.99371 -0.78576
H 2.92382 -1.29280 1.84766
H 1.10346 -1.73802 -0.32663
H 2.55116 0.12800 -1.54685
H 2.90546 -1.52197 -1.72818
H 3.93150 -0.74534 -0.59966
H 1.46992 1.05316 0.14430
H 1.56826 0.31664 1.78853
H -1.62054 -0.37038 0.49908
H -0.76540 1.10986 0.17471
H -3.39899 0.87325 1.78633
H -2.39915 2.37005 1.61191
H -1.82443 0.88754 2.44994
H -2.00145 1.27682 -2.87246
H -0.99968 0.01109 -1.99923
H -2.60160 -0.35334 -2.43102
*
```

=====

Here are the energies relative to the best structure, in eV: A) 3.420; B) 0.000.

=====

A) DFT (the ωB97M-V functional and the def2-TZVPD basis) results for a structure of composition C5H3NO.

## Properties
E_LUMO = -1.3 eV
Frontier orbital gap = 7.90 eV

```
! RIJCOSX wB97M-V def2-TZVPD def2/J DEFGRID3
* xyz 0 1
O 1.64907 1.10360 1.11355
C 1.06780 0.26402 0.35216
C -0.30709 0.16239 0.70064
C -1.34042 -0.14789 -0.23927
C -2.21444 -0.38605 -1.03501
C 1.79088 -0.41495 -0.69663
N 2.34431 -0.97482 -1.54443
H 0.40899 1.28201 1.39675
H -0.41508 -0.28461 1.69473
H -2.98402 -0.60369 -1.74247
*
```

=====

B) DFT (the ωB97M-V functional and the def2-TZVPD basis) results for the molecule C5H3NO.

## Properties
E_LUMO (spin up / spin down) = -1.4 / -1.4 eV
Frontier orbital gap (spin up / spin down) = 8.63 / 8.63 eV

```
! RIJCOSX wB97M-V def2-TZVPD def2/J DEFGRID3
* xyz 0 1
C -1.39027 -0.38470 -1.75832
C -0.91467 0.75348 -1.40047
C -0.10938 0.51601 -0.32940
C -0.60867 -0.27729 0.81675
O 0.53703 -0.55820 1.60754
N 1.64260 -0.09834 0.96954
C 1.32225 0.51930 -0.12095
H -1.02208 -1.13806 0.22814
H -1.41482 0.10605 1.44089
H 2.08686 0.91930 -0.77437
*
```

=====

Here are the energies relative to the best structure, in eV: A) 0.000; B) 1.652.

=====

A) DFT (the ωB97M-V functional and the def2-TZVPD basis) results for the molecule C5H3NO.

## Properties
E_LUMO = -0.5 eV
SMILES = C#C[C@@H](C#N)C=O
Frontier orbital gap = 9.62 eV

```
! RIJCOSX wB97M-V def2-TZVPD def2/J DEFGRID3
* xyz 0 1
C -1.85990 -1.53794 -0.17164
C -0.75893 -0.85882 -0.08997
C 0.34869 -0.01834 0.22859
C 1.67580 -0.49715 -0.41398
N 2.98958 -0.44865 -0.28728
C 0.05507 1.57724 0.06660
O -1.00544 1.76146 -0.49640
H -2.70741 -2.03777 -0.50167
H 0.32347 -0.08917 1.26665
H 0.93907 2.14915 0.39909
*
```

=====

B) DFT (the ωB97M-V functional and the def2-TZVPD basis) results for a structure of composition C5H3NO.

## Properties
E_LUMO = 0.1 eV
Frontier orbital gap = 9.97 eV

```
! RIJCOSX wB97M-V def2-TZVPD def2/J DEFGRID3
* xyz 0 1
N -1.25570 2.48981 -1.76414
C -0.80976 1.64189 -1.11329
C -0.27673 0.58055 -0.31313
C -0.93268 -0.57842 -0.03970
O -0.18498 -1.40560 0.70305
C 1.00027 -0.70419 0.91556
C 1.01543 0.59802 0.37880
H -1.90831 -0.95141 -0.32563
H 1.65403 -1.16646 1.64669
H 1.69842 -0.50420 -0.08820
*
```

=====

C) DFT (the ωB97M-V functional and the def2-TZVPD basis) results for the molecule C5H3NO.

## Properties
E_LUMO = -0.5 eV
SMILES = C#CCC(=O)C#N
Frontier orbital gap = 10.30 eV

```
! RIJCOSX wB97M-V def2-TZVPD def2/J DEFGRID3
* xyz 0 1
C 2.09262 0.10375 0.56974
C 1.23021 -0.40797 -0.09047
C -0.05247 -0.84676 -0.61619
C -1.09540 -0.05615 0.15502
O -1.78207 -0.57700 0.99543
C -1.30324 1.40121 -0.04021
N -1.65820 2.50246 -0.05958
H 2.93747 0.48748 1.08146
H -0.17279 -0.72807 -1.69735
H -0.19614 -1.87895 -0.29785
*
```

=====

D) DFT (the ωB97M-V functional and the def2-TZVPD basis) results for the molecule C5H3NO.

## Properties
E_LUMO = -0.6 eV
SMILES = C#CCC(=O)C#N
Frontier orbital gap = 10.04 eV

```
! RIJCOSX wB97M-V def2-TZVPD def2/J DEFGRID3
* xyz 0 1
C 2.15537 -0.33479 0.81066
C 1.28242 -0.55898 0.00832
C -0.05836 -0.71488 -0.57206
C -0.90564 0.25037 0.27637
O -0.86100 0.29197 1.47694
C -1.76966 1.21487 -0.44115
N -2.46695 2.01899 -0.90014
H 2.94973 -0.03419 1.45105
H -0.09591 -0.48826 -1.64569
H -0.49012 -1.72580 -0.44787
*
```

=====

Here are the energies relative to the best structure, in eV: A) 2.924; B) 1.137; C) 0.000; D) 0.129.

=====

A) DFT (the ωB97M-V functional and the def2-TZVPD basis) results for the molecule C5H3NO.

## Properties
E_LUMO = 0.0 eV
SMILES = C#C/C=C(/O)C#N
Frontier orbital gap = 9.31 eV

```
! RIJCOSX wB97M-V def2-TZVPD def2/J DEFGRID3
* xyz 0 1
C 2.40375 0.07616 0.80831
C 1.33937 -0.29289 0.37989
C 0.09314 -0.75710 -0.12885
C -0.97979 0.03142 -0.31161
O -2.17798 -0.36375 -0.79599
C -0.95841 1.43919 0.00381
N -0.94241 2.56836 0.25583
H 3.34170 0.41609 1.19007
H 0.01479 -1.81353 -0.38200
H -2.13418 -1.30396 -1.01947
*
```

=====

B) DFT (the ωB97M-V functional and the def2-TZVPD basis) results for a structure of composition C5H3NO.

## Properties
E_LUMO = -0.1 eV
Frontier orbital gap = 9.87 eV

```
! RIJCOSX wB97M-V def2-TZVPD def2/J DEFGRID3
* xyz 0 1
N -1.52561 1.23157 -2.50318
C -0.98521 0.69200 -1.63066
C -0.33084 0.09353 -0.51841
C -0.73777 -1.28387 0.06044
O 0.07470 -1.37782 1.12156
C 0.74897 -0.22033 1.38880
C 0.56786 0.69557 0.41579
H -0.06019 -1.17351 -1.04292
H 1.32012 -0.21459 2.30835
H 0.98255 1.69027 0.34968
*
```

=====

Here are the energies relative to the best structure, in eV: A) 0.000; B) 1.470.